Formula: C29H39ClHfN2O3PSi2
Source: the Open Molecules 2025 dataset
Level of theory: ωB97M-V/def2-TZVPD

Structure (ORCA input):
```
! wB97M-V def2-TZVPD RIJCOSX def2/J DEFGRID3
* xyz 1 1
Hf -0.361 0.634 -1.447
N -0.604 2.984 -0.564
C -2.013 2.856 -0.125
C -2.771 2.195 -1.287
O -3.563 2.851 -1.932
N -2.398 0.916 -1.530
C -2.679 0.581 -2.921
C -1.528 1.172 -3.781
O -1.537 1.122 -4.983
O -0.558 1.703 -3.074
H -0.630 3.453 -1.477
H -0.130 3.629 0.075
H -2.071 2.246 0.783
H -2.476 3.830 0.060
H -2.755 -0.500 -3.066
H -3.617 1.044 -3.248
Cl 1.965 -0.577 -0.179
C 1.974 -1.105 1.484
C 2.931 -1.990 1.939
C 2.920 -2.348 3.277
C 1.961 -1.830 4.132
C 1.007 -0.948 3.659
C 0.991 -0.583 2.315
P -0.191 0.632 1.575
C 0.734 2.082 2.246
C 1.684 2.662 1.402
C 2.472 3.710 1.845
C 2.315 4.198 3.132
C 1.380 3.622 3.977
C 0.606 2.557 3.547
C -1.616 0.412 2.697
C -2.355 1.494 3.170
C -3.477 1.282 3.952
C -3.887 -0.006 4.255
C -3.166 -1.087 3.777
C -2.040 -0.884 3.000
H 3.676 -2.383 1.268
H 3.675 -3.021 3.650
H 1.962 -2.117 5.171
H 0.268 -0.540 4.331
H 1.814 2.290 0.389
H 3.203 4.146 1.183
H 2.924 5.019 3.474
H 1.255 4.008 4.979
H -0.104 2.109 4.225
H -2.060 2.511 2.948
H -4.033 2.129 4.319
H -4.756 -0.166 4.873
H -3.484 -2.091 4.008
H -1.486 -1.737 2.639
C 3.122 -2.131 -3.223
Si 1.794 -0.794 -3.516
C 2.519 0.867 -2.808
C 1.499 -0.555 -5.379
C 0.104 -1.117 -2.661
Si -0.478 -2.714 -1.807
C 0.831 -3.971 -1.224
C -1.344 -2.078 -0.196
C -1.809 -3.598 -2.841
H 4.053 -1.843 -3.701
H 2.815 -3.070 -3.663
H 3.335 -2.311 -2.176
H 2.978 1.424 -3.619
H 3.305 0.711 -2.074
H 1.747 1.523 -2.371
H 2.417 -0.316 -5.907
H 0.786 0.244 -5.570
H 1.093 -1.457 -5.827
H -0.588 -1.005 -3.502
H 1.635 -3.515 -0.655
H 1.273 -4.482 -2.071
H 0.371 -4.727 -0.595
H -0.608 -1.859 0.576
H -1.997 -2.846 0.210
H -1.969 -1.194 -0.372
H -1.459 -3.785 -3.851
H -2.722 -3.015 -2.917
H -2.073 -4.557 -2.409
*
```

**ΔE to the lowest compared entry with this formula, charge and spin**: 44.78 kcal/mol
**Lowest unoccupied orbital energy**: -3.18 eV

These are the Löwdin partial charges, in e, on atoms 1 to 2:
1. Hf 1.5047
2. N -0.0408



Formula: C16H40P2
Source: the Open Molecules 2025 dataset
Level of theory: ωB97M-V/def2-TZVPD

Structure (ORCA input):
```
! wB97M-V def2-TZVPD RIJCOSX def2/J DEFGRID3
* xyz 0 1
C 1.396 0.196 2.373
C 2.454 -0.084 1.590
P 3.104 1.289 0.447
P 3.833 3.060 -0.817
C 2.786 4.466 -0.214
C 5.486 3.429 -0.036
H 0.564 0.709 1.888
H 1.370 -0.020 3.436
H 2.933 -1.065 1.595
H 1.978 2.094 0.830
H 3.078 0.471 -0.717
H 4.312 1.290 1.206
H 3.273 4.963 0.629
H 2.649 5.200 -1.004
H 1.818 4.109 0.147
H 6.103 3.973 -0.746
H 5.980 2.507 0.274
H 5.313 4.038 0.854
C -0.615 1.484 -1.316
C -0.150 0.504 -2.388
C 0.662 1.167 -3.500
C -0.095 2.222 -4.308
C -1.373 1.723 -4.980
C -1.127 0.622 -6.008
H -1.274 2.252 -1.722
H -1.164 0.961 -0.530
H 0.243 1.981 -0.857
H -1.014 -0.021 -2.805
H 0.472 -0.264 -1.918
H 1.039 0.392 -4.173
H 1.548 1.638 -3.061
H 0.578 2.619 -5.074
H -0.343 3.069 -3.661
H -1.852 2.569 -5.482
H -2.086 1.371 -4.229
H -0.455 0.970 -6.796
H -2.063 0.317 -6.479
H -0.686 -0.266 -5.553
C -3.038 -5.251 4.491
C -3.347 -4.599 3.147
C -2.100 -4.134 2.396
C -1.280 -3.059 3.112
C -2.049 -1.783 3.450
C -2.568 -1.047 2.218
H -2.542 -4.557 5.172
H -3.955 -5.587 4.977
H -2.389 -6.120 4.361
H -4.035 -3.762 3.294
H -3.878 -5.320 2.520
H -2.397 -3.769 1.409
H -1.453 -4.998 2.213
H -0.423 -2.798 2.482
H -0.859 -3.472 4.032
H -1.380 -1.114 3.999
H -2.881 -2.004 4.124
H -1.744 -0.773 1.555
H -3.085 -0.130 2.505
H -3.274 -1.655 1.650
*
```

**SMILES**: C=C[PH3]P(C)C.CCCCCC.CCCCCC
**Lowest unoccupied orbital energy**: 0.70 eV

These are the Löwdin partial charges, in e, on atoms 1 to 2:
1. C -0.1140
2. C -0.3877



Formula: C26H28N4P2SZr
Source: the Open Molecules 2025 dataset
Level of theory: ωB97M-V/def2-TZVPD

Structure (ORCA input):
```
! wB97M-V def2-TZVPD RIJCOSX def2/J DEFGRID3
* xyz 4 1
Zr -0.578 -0.915 1.520
N -2.384 0.118 2.971
N -2.154 0.130 4.364
C -0.917 -0.011 4.855
N -0.685 0.166 6.126
S 0.398 -0.431 3.803
H -2.517 1.086 2.660
H -3.277 -0.357 2.833
H -2.918 0.445 4.956
H -1.395 0.454 6.792
H 0.240 0.006 6.509
C 0.754 0.304 -2.312
N 0.324 0.325 -0.888
P 1.476 0.263 0.390
C 2.232 -1.367 0.167
C 1.672 -2.463 0.844
C 2.103 -3.762 0.643
C 3.130 -3.981 -0.270
C 3.707 -2.915 -0.949
C 3.264 -1.612 -0.736
C 2.662 1.553 0.168
C 3.975 1.370 0.627
C 4.896 2.384 0.434
C 4.505 3.571 -0.179
C 3.192 3.759 -0.604
C 2.256 2.760 -0.417
P -1.289 0.723 -0.454
C -2.090 1.570 -1.803
C -2.779 0.865 -2.798
C -3.293 1.573 -3.870
C -3.147 2.957 -3.934
C -2.482 3.652 -2.929
C -1.962 2.966 -1.846
C -2.026 -1.008 -0.381
C -3.297 -1.167 0.199
C -3.853 -2.438 0.372
C -3.117 -3.565 0.034
C -1.835 -3.427 -0.515
C -1.283 -2.164 -0.719
H 1.805 0.034 -2.366
H 0.621 1.288 -2.758
H 0.174 -0.422 -2.882
H 0.948 -2.329 1.673
H 1.689 -4.589 1.205
H 3.492 -4.988 -0.431
H 4.519 -3.094 -1.643
H 3.739 -0.791 -1.258
H 4.276 0.451 1.115
H 5.917 2.253 0.764
H 5.230 4.363 -0.319
H 2.904 4.688 -1.078
H 1.232 2.908 -0.739
H -2.901 -0.209 -2.757
H -3.816 1.045 -4.657
H -3.568 3.499 -4.771
H -2.383 4.728 -2.983
H -1.467 3.508 -1.049
H -3.889 -0.282 0.421
H -4.859 -2.544 0.758
H -3.546 -4.551 0.164
H -1.288 -4.309 -0.825
H -0.339 -2.077 -1.247
*
```

**Lowest unoccupied orbital energy**: -13.87 eV

These are the Löwdin partial charges, in e, on atoms 1 to 2:
1. Zr 1.3575
2. N -0.0226



Formula: C4H4O
Source: the Open Molecules 2025 dataset
Level of theory: ωB97M-V/def2-TZVPD

Structure (ORCA input):
```
! wB97M-V def2-TZVPD RIJCOSX def2/J DEFGRID3
* xyz 0 1
C 0.060 1.191 0.017
C -0.974 0.339 -0.075
C 1.033 -0.026 0.039
C -0.154 -0.922 0.028
O 2.190 -0.246 -0.079
H 0.294 2.296 0.258
H -1.937 0.650 -0.427
H -0.280 -1.522 0.957
H -0.232 -1.761 -0.718
*
```

**ΔE to the lowest compared entry with this formula, charge and spin**: 32.41 kcal/mol
**Lowest unoccupied orbital energy**: 0.72 eV

These are the Löwdin partial charges, in e, on atoms 1 to 2:
1. C 0.0173
2. C -0.0546



Formula: C6H11NO
Source: the Open Molecules 2025 dataset
Level of theory: ωB97M-V/def2-TZVPD

Structure (ORCA input):
```
! wB97M-V def2-TZVPD RIJCOSX def2/J DEFGRID3
* xyz 0 1
C 1.024 -1.555 1.261
N 0.935 -0.935 -0.039
C 0.539 0.505 -0.375
C 0.964 1.440 0.745
C -0.963 0.378 -0.534
C -1.576 0.434 -1.905
C -1.524 -0.224 0.492
O -2.277 -0.436 1.377
H 1.439 -0.886 2.012
H 1.670 -2.430 1.194
H 0.038 -1.897 1.601
H 0.736 -1.581 -0.793
H 0.987 0.809 -1.328
H 2.044 1.393 0.873
H 0.672 2.459 0.498
H 0.488 1.177 1.687
H -1.045 -0.219 -2.601
H -1.532 1.451 -2.297
H -2.617 0.120 -1.869
*
```

**SMILES**: CN[C@H](C)C(C)=C=O
**ΔE to the lowest compared entry with this formula, charge and spin**: 60.92 kcal/mol
**Lowest unoccupied orbital energy**: 0.87 eV

These are the Löwdin partial charges, in e, on atoms 1 to 2:
1. C -0.1374
2. N -0.1147



Formula: C29H40N6O5RuSi2
Source: the Open Molecules 2025 dataset
Level of theory: ωB97M-V/def2-TZVPD

Structure (ORCA input):
```
! wB97M-V def2-TZVPD RIJCOSX def2/J DEFGRID3
* xyz -1 2
Ru -0.436 0.172 0.462
C 3.651 1.726 1.630
O 3.551 1.324 2.987
C 2.368 1.096 3.630
C 2.509 1.061 5.007
C 1.456 0.731 5.852
C 0.242 0.410 5.293
C 0.065 0.437 3.906
C -1.223 -0.014 3.413
N -1.499 -0.260 2.195
N -2.846 -0.548 1.943
C -3.228 0.232 0.970
O -2.469 1.068 0.362
C -4.672 0.178 0.589
C -5.464 -0.915 0.927
C -6.799 -0.948 0.559
C -7.358 0.114 -0.142
C -6.573 1.208 -0.474
C -5.233 1.237 -0.114
C 1.102 0.831 3.030
O 0.949 0.943 1.722
H 4.722 1.753 1.430
H 3.239 2.726 1.494
H 3.169 1.024 0.956
H 3.492 1.285 5.402
H 1.601 0.710 6.924
H -0.593 0.111 5.915
H -2.025 -0.151 4.137
H -5.014 -1.732 1.475
H -7.408 -1.807 0.816
H -8.402 0.086 -0.429
H -7.002 2.039 -1.021
H -4.602 2.078 -0.370
C 4.541 -0.401 -2.833
O 4.358 0.999 -2.576
C 3.297 1.248 -1.776
O 2.597 0.394 -1.295
N 3.142 2.583 -1.566
N 2.065 3.104 -0.834
H 5.394 -0.462 -3.502
H 3.649 -0.824 -3.295
H 4.739 -0.935 -1.904
H 3.805 3.246 -1.920
H 1.225 3.020 -1.394
H 1.912 2.512 -0.020
C 0.934 -2.459 2.856
Si 1.212 -2.706 1.030
C 3.088 -2.741 0.856
C 0.450 -4.408 0.735
N 0.506 -1.519 -0.037
C 0.701 -1.682 -1.407
C 1.418 -2.713 -2.035
C 1.454 -2.828 -3.414
C 0.758 -1.917 -4.206
C 0.077 -0.875 -3.606
C 0.084 -0.712 -2.213
N -0.473 0.338 -1.512
Si -1.169 1.735 -2.277
C -2.861 1.355 -2.985
C -0.078 2.348 -3.709
C -1.246 3.230 -1.126
H 1.417 -3.316 3.337
H -0.121 -2.475 3.135
H 1.395 -1.562 3.265
H 3.527 -3.434 1.578
H 3.458 -1.736 1.083
H 3.446 -3.003 -0.139
H 0.786 -5.106 1.507
H 0.660 -4.849 -0.238
H -0.636 -4.312 0.824
H 1.951 -3.447 -1.451
H 2.006 -3.645 -3.864
H 0.749 -2.016 -5.285
H -0.469 -0.174 -4.221
H -2.792 0.567 -3.739
H -3.336 2.225 -3.446
H -3.499 0.993 -2.178
H -0.158 1.778 -4.634
H 0.979 2.328 -3.423
H -0.344 3.384 -3.937
H -0.962 3.022 -0.096
H -2.278 3.590 -1.091
H -0.623 4.048 -1.495
*
```

**ΔE to the lowest compared entry with this formula, charge and spin**: 19.10 kcal/mol
**Lowest unoccupied orbital energy (spin up / spin down)**: 2.80 / 2.80 eV

These are the Löwdin partial charges, in e, on atoms 1 to 2:
1. Ru 1.3579
2. C -0.0772



Formula: C18H20FN3OS
Source: the Open Molecules 2025 dataset
Level of theory: ωB97M-V/def2-TZVPD

Structure (ORCA input):
```
! wB97M-V def2-TZVPD RIJCOSX def2/J DEFGRID3
* xyz 0 1
C 0.334 1.626 3.991
N 0.239 1.426 2.564
C -0.819 1.162 1.652
C -0.222 1.058 0.477
C -0.912 0.586 -0.661
N -1.191 -0.831 -0.915
C 0.184 -1.604 -1.260
C 0.961 -2.392 -0.141
O 2.063 -2.893 -0.569
C -2.346 -1.320 -1.588
C -3.369 -1.011 -0.491
C -3.597 -1.163 0.851
C -4.844 -0.685 1.176
C -5.635 -0.060 0.301
S -4.935 -0.277 -1.246
C 1.183 1.394 0.707
C 2.424 0.988 -0.209
C 3.493 0.335 -0.255
C 4.480 0.016 -1.225
C 4.311 0.775 -2.228
C 3.308 1.661 -2.619
C 2.271 1.831 -1.682
F 1.228 2.579 -1.727
N 1.602 1.429 1.974
H 0.103 0.654 4.512
H 1.499 1.855 4.319
H -0.148 2.660 4.298
H -1.711 1.048 2.236
H -0.517 1.011 -1.699
H -1.843 0.915 -0.709
H -0.061 -2.111 -2.098
H 0.835 -0.675 -1.506
H 0.895 -1.405 0.485
H 0.107 -3.083 0.199
H 2.737 -2.247 -0.730
H -2.512 -0.688 -2.510
H -2.188 -2.605 -1.453
H -2.822 -1.653 1.214
H -5.059 -0.708 2.394
H -6.617 0.276 0.537
H 3.423 -0.050 0.964
H 5.252 -0.597 -0.880
H 5.120 0.750 -3.040
H 3.297 2.026 -3.412
*
```

**SMILES**: Cn1cc(CN(CCO)Cc2cccs2)c(-c2ccccc2F)n1
**ΔE to the lowest compared entry with this formula, charge and spin**: 293.90 kcal/mol
**Lowest unoccupied orbital energy**: 0.70 eV

These are the Löwdin partial charges, in e, on atoms 1 to 2:
1. C -0.0998
2. N -0.1865



Formula: C5H6N2S
Source: the Open Molecules 2025 dataset
Level of theory: ωB97M-V/def2-TZVPD

Structure (ORCA input):
```
! wB97M-V def2-TZVPD RIJCOSX def2/J DEFGRID3
* xyz 0 1
C -1.135 1.886 1.108
C -0.907 0.674 0.764
C -1.533 -0.580 1.192
C -0.901 -1.616 0.605
N 0.255 -1.055 -0.027
N 1.092 -1.821 -0.807
C 0.268 0.272 -0.119
S 1.195 1.120 -1.120
H -0.600 2.706 0.580
H -1.936 2.182 1.791
H -2.680 -0.628 1.444
H -1.210 -2.657 0.782
H 1.115 -1.458 -1.834
H 2.007 -1.741 -0.295
*
```

**SMILES**: C=C1C=CN(N)C1=S
**ΔE to the lowest compared entry with this formula, charge and spin**: 67.38 kcal/mol
**Lowest unoccupied orbital energy**: -0.30 eV

These are the Löwdin partial charges, in e, on atoms 1 to 2:
1. C 0.0703
2. C -0.3289



Calculated values (eV/Å) of max |F| for the records, taken in order: 2.80, 1.47, 1.53, 3.52, 3.62, 0.66, 15.74, 4.15.